*P*
Computed, not measured: an isolated molecule of C9H20O2Si, with the ωB97M-V functional and the def2-TZVPD basis.

Computed properties:
structure (SMILES): CO[Si](C)(OC)C1CCCCC1
lowest unoccupied orbital energy: 0.0334 hartree

```
! RIJCOSX wB97M-V def2-TZVPD def2/J DEFGRID3
* xyz 0 1
C 0.2910 3.2500 2.1289
O 0.6720 2.2024 1.2834
Si -0.3397 1.1939 0.3770
C -0.4471 1.9888 -1.3480
O -1.9171 0.9523 0.9564
C -2.0949 0.6029 2.2330
C 0.4633 -0.5803 0.3115
C 1.6638 -0.7279 -0.5743
C 1.3738 -1.1104 -1.9916
C 0.6364 -2.4253 -2.0653
C 0.0941 -2.8831 -0.7334
C -0.5385 -1.7011 0.0217
H -0.2295 3.9949 1.5044
H 1.2237 3.6383 2.5010
H -0.4942 2.8962 2.8379
H 0.4522 1.7204 -1.8121
H -0.5090 3.1197 -1.2138
H -1.2873 1.4615 -1.8430
H -1.2377 0.0536 2.5746
H -2.9175 -0.1072 2.2576
H -2.3276 1.6127 2.7458
H 0.9287 -0.7213 1.3367
H 2.1436 0.2228 -0.5683
H 2.3230 -1.3678 -0.0682
H 2.2384 -1.0438 -2.6276
H 0.7746 -0.2714 -2.5318
H -0.1203 -2.4030 -2.8185
H 1.3690 -3.1201 -2.3544
H 0.7796 -3.4495 -0.0791
H -0.7077 -3.6655 -0.8551
H -0.9305 -2.1375 0.9956
H -1.3287 -1.1953 -0.5812
*
```


*Q*
Computed, not measured: a cluster of 2 separate species, C9H20O2Si in total, with the ωB97M-V functional and the def2-TZVPD basis.

Computed properties:
lowest unoccupied orbital energy: -0.0508 hartree

```
! RIJCOSX wB97M-V def2-TZVPD def2/J DEFGRID3
* xyz 0 1
C 0.3011 -1.2647 -1.4633
C 0.9385 -1.3017 2.4102
C -0.2235 -3.0723 0.9373
C 2.4266 -1.1991 -0.0388
C -2.5512 1.0266 -0.4625
C 0.0225 2.3060 -2.3087
C -0.9024 3.4518 0.1576
C 0.0875 -1.5785 1.0901
C 0.9138 -1.1466 -0.0518
O 0.9138 -1.6624 -2.4155
O 0.3903 1.0243 0.1805
Si -0.7498 1.7520 -0.6246
H -0.7360 -0.9491 -1.4937
H 1.7817 -1.9105 2.5693
H 0.2894 -1.6045 3.1638
H 1.3067 -0.3054 2.4062
H 0.6788 -3.6106 1.1977
H -0.9876 -3.3405 1.6941
H -0.7244 -3.1747 0.0208
H 2.7428 -1.9551 -0.8295
H 2.7604 -1.3869 0.8734
H 2.9185 -0.3172 -0.4664
H -2.5828 0.5044 0.4651
H -3.4372 1.6624 -0.3611
H -2.7190 0.2978 -1.1482
H -0.0848 1.4634 -2.9058
H -0.4688 3.2023 -2.5293
H 1.0693 2.5752 -2.0212
H -1.8107 3.9291 0.2938
H -0.2773 3.4457 1.1127
H -0.4621 4.1378 -0.5863
H -0.8241 -0.9990 1.1341
*
```


Which structure wins on stability? *P* wins.